Record 1
Density functional theory data (ωB97M-V/def2-TZVPD) for a molecular structure, C40H42AsCl2N5PbS6Si.

```
98
Properties=species:S:1:pos:R:3:lowdin_charge:R:1
Pb 0.049 0.174 -1.361 0.70
Cl -3.120 -1.666 -1.365 0.52
C -3.763 -2.761 -0.130 -1.01
Cl -2.662 -2.930 1.247 0.52
H -3.895 -3.740 -0.577 0.02
H -4.703 -2.364 0.234 0.02
C -0.953 0.690 1.111 -0.41
Si 0.095 0.790 2.614 0.57
C 1.003 -0.845 3.063 -0.23
N 1.528 -1.529 1.883 -0.20
C 1.324 -2.962 1.838 -0.21
C 2.355 -3.798 2.619 -0.17
C 3.769 -3.219 2.427 -0.20
C 3.806 -2.279 1.222 -0.18
C 2.878 -1.100 1.498 -0.19
C 1.307 2.242 2.559 -0.26
C 2.498 2.281 3.283 -0.10
C 3.346 3.379 3.225 -0.11
C 3.026 4.464 2.422 -0.11
C 1.845 4.446 1.694 -0.10
C 0.996 3.354 1.776 -0.13
C -0.909 1.112 4.226 -0.22
C -0.972 2.370 4.831 -0.10
C -1.767 2.605 5.946 -0.11
C -2.530 1.581 6.488 -0.13
C -2.501 0.326 5.894 -0.12
C -1.707 0.105 4.778 -0.11
H -1.517 1.625 0.987 -0.05
H -1.691 -0.113 1.208 -0.09
H 0.269 -1.505 3.535 0.06
H 1.798 -0.699 3.818 0.08
H 1.345 -3.272 0.793 0.10
H 0.316 -3.175 2.200 0.09
H 2.305 -4.828 2.250 0.10
H 2.094 -3.816 3.682 0.09
H 4.505 -4.021 2.321 0.09
H 4.048 -2.639 3.313 0.10
H 3.506 -2.806 0.313 0.11
H 4.816 -1.900 1.056 0.11
H 2.842 -0.443 0.628 0.06
H 3.324 -0.508 2.311 0.11
H 2.770 1.440 3.913 0.09
H 4.258 3.391 3.811 0.09
H 3.690 5.318 2.367 0.09
H 1.592 5.286 1.056 0.10
H 0.067 3.357 1.218 0.08
H -0.379 3.179 4.416 0.09
H -1.793 3.592 6.396 0.09
H -3.144 1.757 7.364 0.08
H -3.101 -0.480 6.301 0.09
H -1.709 -0.877 4.314 0.09
S 2.344 2.745 -2.907 -0.25
As 2.081 1.282 -4.696 -0.11
S 2.224 1.649 -1.159 -0.19
S 0.058 0.515 -4.154 -0.34
S 3.507 -0.286 -4.427 -0.36
S 2.567 -6.670 -3.257 0.94
C 1.790 -5.136 -2.732 -0.52
C 0.558 -5.166 -2.086 -0.09
C -0.042 -3.954 -1.783 -0.16
N 0.491 -2.774 -2.087 0.02
C 1.664 -2.760 -2.713 -0.15
C 2.359 -3.915 -3.048 -0.07
C 1.863 -6.645 -4.902 -0.52
C 2.456 -5.918 -5.925 -0.07
C 1.801 -5.847 -7.145 -0.14
N 0.642 -6.448 -7.401 0.05
C 0.099 -7.161 -6.417 -0.16
C 0.663 -7.296 -5.160 -0.09
H 0.086 -6.108 -1.838 0.09
H -0.994 -3.931 -1.261 0.08
H 2.078 -1.787 -2.983 -0.01
H 3.314 -3.842 -3.551 0.10
H 3.397 -5.411 -5.768 0.11
H 2.226 -5.276 -7.963 0.11
H -0.841 -7.648 -6.656 0.10
H 0.184 -7.887 -4.392 0.10
S -3.352 6.176 -3.057 0.95
C -2.521 4.645 -2.641 -0.51
C -3.137 3.426 -2.897 -0.07
C -2.494 2.271 -2.493 -0.15
N -1.328 2.273 -1.857 -0.06
C -0.734 3.440 -1.626 -0.17
C -1.289 4.651 -2.009 -0.06
C -3.994 6.498 -1.419 -0.52
C -3.205 7.090 -0.441 -0.08
C -3.718 7.202 0.840 -0.15
N -4.935 6.794 1.193 0.05
C -5.686 6.247 0.240 -0.16
C -5.272 6.078 -1.070 -0.09
H -4.090 3.384 -3.407 0.10
H -2.921 1.298 -2.708 0.10
H 0.233 3.399 -1.136 0.03
H -0.759 5.573 -1.819 0.11
H -2.213 7.448 -0.676 0.10
H -3.123 7.643 1.633 0.10
H -6.674 5.922 0.552 0.10
H -5.919 5.627 -1.809 0.10
```

Largest force on an atom (eV/A): 0.85
Multiplicity: 1
Kohn-Sham gap (eV): 3.9
Net charge: -2
Energy (eV): -213635.195


Record 2
Density functional theory data (ωB97M-V/def2-TZVPD) for a molecular structure, C7H16Si2 at a distorted geometry.

```
25
Properties=species:S:1:pos:R:3:nbo_charge:R:1
C -2.057 -1.739 -0.465 -0.41
C -0.796 0.132 1.209 -0.11
C -1.651 -0.490 -0.425 -0.40
C 0.434 0.352 1.524 -0.54
C 0.642 0.975 2.927 -0.62
C -0.395 1.185 -2.736 -1.07
C 1.990 -1.802 -0.082 -1.02
Si -1.903 1.048 -1.514 1.09
Si 1.945 0.065 0.549 1.11
H -2.649 -2.051 -1.315 0.20
H -1.806 -2.441 0.303 0.21
H -1.669 0.259 1.936 0.20
H -0.388 1.155 3.548 0.21
H 1.138 0.243 3.623 0.22
H 1.092 1.959 2.730 0.22
H -0.149 0.210 -3.111 0.24
H -0.601 1.798 -3.676 0.24
H 0.520 1.619 -2.335 0.24
H 2.868 -1.842 -0.681 0.22
H 2.115 -2.279 0.823 0.21
H 1.097 -2.260 -0.557 0.23
H -2.004 2.074 -0.429 -0.16
H -3.136 0.951 -2.455 -0.16
H 3.238 0.029 1.248 -0.17
H 2.123 0.849 -0.639 -0.18
```

Largest force on an atom (eV/A): 6.53
Multiplicity: 1
Kohn-Sham gap (eV): 10.2
Energy (eV): -23269.745


Record 3
Density functional theory data (ωB97M-V/def2-TZVPD) for a molecular structure, C6H6HfO18 at a distorted geometry.

```
31
Properties=species:S:1:pos:R:3:nbo_charge:R:1
Hf -0.486 0.116 -0.083 2.73
O 0.871 -0.229 -4.193 -0.67
C 0.455 -0.074 -2.971 0.97
O 0.129 0.978 -2.398 -0.74
O 0.381 -1.012 -2.114 -0.80
H 1.242 -1.114 -4.189 0.50
O 1.198 4.084 -0.265 -0.69
C 0.035 3.696 0.307 0.99
O -0.642 4.496 0.952 -0.74
O -0.319 2.467 0.097 -0.85
H 1.158 5.022 -0.064 0.47
O -1.623 0.424 4.134 -0.70
C -1.370 0.403 2.791 1.00
O -2.129 0.303 1.861 -0.77
O -0.269 0.484 2.304 -0.76
H -2.504 0.108 4.346 0.49
O 4.108 0.612 0.130 -0.70
C 3.132 -0.273 0.246 0.99
O 3.338 -1.480 0.468 -0.78
O 1.935 0.160 0.137 -0.81
H 4.977 0.206 0.082 0.48
O 1.625 -3.607 1.314 -0.71
C 0.396 -3.138 1.291 0.98
O -0.511 -3.865 1.746 -0.76
O 0.102 -2.035 0.711 -0.86
H 2.036 -2.836 0.918 0.52
O -4.397 -0.858 -2.022 -0.71
C -3.218 -0.514 -1.407 0.98
O -2.764 0.612 -1.216 -0.74
O -2.361 -1.327 -0.946 -0.79
H -4.527 -1.808 -1.967 0.49
```

Largest force on an atom (eV/A): 8.58
Multiplicity: 1
Kohn-Sham gap (eV): 7.4
Net charge: -2
Energy (eV): -44489.416


Record 4
Density functional theory data (ωB97M-V/def2-TZVPD) for a molecular structure, C5H10.

```
15
Properties=species:S:1:pos:R:3:nbo_charge:R:1
C 2.105 0.110 0.396 -0.70
C -0.075 0.290 0.750 -0.10
C -0.729 -1.021 0.395 -0.47
C -1.774 -0.085 -0.275 -0.39
C -0.629 0.946 -0.487 -0.47
H 2.433 1.050 -0.052 0.22
H 2.793 -0.216 1.182 0.22
H 1.969 -0.671 -0.350 0.22
H 1.141 0.414 1.140 0.25
H -0.248 -1.619 -0.393 0.19
H -1.044 -1.674 1.215 0.21
H -2.530 0.269 0.428 0.21
H -2.258 -0.466 -1.177 0.22
H -0.857 2.015 -0.444 0.21
H -0.126 0.709 -1.436 0.19
```

Largest force on an atom (eV/A): 0.31
Multiplicity: 1
Kohn-Sham gap (eV): 8.8
Energy (eV): -5342.296


Record 5
Density functional theory data (ωB97M-V/def2-TZVPD) for 2 unconnected molecules or ions with the total composition C2H3F3O2 at a distorted geometry.

```
10
Properties=species:S:1:pos:R:3:nbo_charge:R:1
C -1.507 0.118 -0.114 0.57
C 0.922 -0.122 -0.220 0.77
O 1.453 1.078 -0.006 -0.71
O 1.218 -1.017 0.706 -0.72
F -1.846 0.664 -1.287 -0.33
F -1.744 1.117 0.788 -0.36
F 1.090 -0.568 -1.442 -0.34
H -2.258 -0.676 0.119 0.11
H 1.605 1.279 1.015 0.51
H 1.066 -1.872 0.440 0.49
```

Largest force on an atom (eV/A): 5.17
Multiplicity: 3
Kohn-Sham gap (alpha / beta) (eV): 7.0 / 11.1
Energy (eV): -14364.856


> What is the largest force on an atom in the first record?

0.85 eV/A


> Number 1 is which compound?

C40H42AsCl2N5PbS6Si


> Among the records above, which one has the highest multiplicity?

C2H3F3O2


> What is the formula in the fourth record?

C5H10